Entry 1:
The following is a DFT calculation (ωB97M-V with the def2-TZVPD basis set) of a single C23H27NOS molecule.

The total energy is -1420.73084 hartree.

Geometry as XYZ:
```
53
Properties=species:S:1:pos:R:3:forces:R:3:nbo_charge:R:1
C 4.787918 1.575501 -1.344750 -0.23 -0.12 -0.04 -0.60
C 3.626837 1.088707 -2.203922 0.21 0.28 -0.12 -0.40
C 3.792944 1.517189 -3.660150 -0.12 -0.35 0.04 -0.39
C 2.765108 0.918075 -4.623529 0.05 0.33 -0.04 -0.39
C 1.342214 1.467263 -4.457331 0.01 -0.19 0.05 -0.40
C 0.455333 0.656259 -3.512480 0.05 0.18 -0.23 -0.38
H -0.429005 1.245347 -3.257114 0.01 -0.07 0.09 0.21
H 0.989366 0.451829 -2.585328 -0.05 -0.01 0.08 0.22
C -0.008622 -0.669434 -4.133687 0.21 0.28 -0.12 -0.49
C -0.659288 -1.476408 -3.128268 -0.42 -0.54 0.55 0.08
C -1.151866 -2.085768 -2.213450 0.36 0.48 -0.95 -0.09
C -1.680950 -2.769733 -1.096725 -0.11 -0.18 0.75 0.01
C -2.571663 -3.829129 -1.261175 -0.03 -0.03 0.01 -0.21
C -3.071573 -4.498036 -0.160750 0.00 0.00 0.01 -0.18
C -2.689748 -4.124370 1.121795 -0.02 -0.04 0.03 -0.22
C -1.807026 -3.078857 1.300787 0.07 0.10 -0.14 -0.15
C -1.292963 -2.387311 0.204192 -0.61 -0.75 0.00 -0.12
C -0.374617 -1.284076 0.376153 0.64 0.80 -0.45 0.12
N 0.111845 -0.937519 1.493649 0.23 -0.26 0.53 -0.64
S 1.191790 0.397517 1.479035 -1.11 -0.27 0.49 1.41
O 1.165747 1.013436 0.151183 0.27 0.48 -0.65 -0.98
C 0.038486 1.365018 2.503572 0.38 -0.12 -0.13 -0.17
C -0.587033 2.470856 1.966997 0.22 -0.09 -0.24 -0.24
C -1.463873 3.202207 2.749710 -0.02 -0.08 0.15 -0.20
C -1.713942 2.832832 4.065129 -0.02 0.02 -0.06 -0.01
C -1.069060 1.713325 4.585678 0.04 -0.01 -0.07 -0.22
C -0.190940 0.978864 3.811695 0.01 0.04 0.06 -0.21
H 0.305048 0.105816 4.206576 0.04 -0.11 0.12 0.22
H -1.260800 1.419489 5.607714 -0.02 -0.05 0.10 0.21
C -2.650835 3.624603 4.925518 0.04 0.00 0.03 -0.63
H -3.369844 2.968415 5.412850 -0.08 0.01 0.05 0.22
H -2.094038 4.144498 5.705045 -0.04 0.07 0.06 0.22
H -3.190948 4.362934 4.338622 -0.06 0.06 0.01 0.22
H -1.958095 4.067954 2.332880 -0.05 0.08 -0.03 0.21
H -0.381675 2.742643 0.942048 0.02 0.04 -0.10 0.24
H -0.108173 -0.735087 -0.534316 0.00 -0.02 0.11 0.21
H -1.497461 -2.769205 2.287194 0.02 0.01 0.11 0.23
H -3.084604 -4.652442 1.976949 -0.02 -0.03 0.07 0.22
H -3.762609 -5.316661 -0.300119 -0.05 -0.05 -0.02 0.22
H -2.864373 -4.119522 -2.259798 0.00 0.00 -0.04 0.22
H -0.694586 -0.480836 -4.965107 0.10 -0.01 -0.02 0.23
H 0.848645 -1.225495 -4.524583 -0.05 0.04 -0.09 0.23
H 1.403960 2.491964 -4.085673 -0.02 0.08 -0.06 0.21
H 0.854398 1.507137 -5.435650 -0.04 0.09 0.00 0.20
H 2.764403 -0.167406 -4.506030 0.03 -0.11 -0.07 0.19
H 3.102710 1.132006 -5.641219 0.00 -0.11 0.00 0.20
H 3.751067 2.607502 -3.723036 0.06 0.07 -0.03 0.19
H 4.788524 1.210970 -3.995962 0.05 0.07 0.00 0.19
H 2.700985 1.486873 -1.790075 -0.07 -0.11 0.01 0.22
H 3.576571 -0.001779 -2.151380 -0.12 -0.06 0.01 0.19
H 4.639828 1.277576 -0.309560 0.07 0.02 0.14 0.21
H 4.859640 2.660638 -1.381471 0.06 0.13 0.03 0.20
H 5.730968 1.158593 -1.694736 0.12 -0.01 0.00 0.20
```
Positions in Å, forces in eV/Å.

---

Entry 2:
The following is a DFT calculation (ωB97M-V with the def2-TZVPD basis set) of C14H41Li2O13 as an isolated structure.

The total energy is -1550.89359 hartree. As for the net charge: +1.

Geometry as XYZ:
```
70
Properties=species:S:1:pos:R:3:forces:R:3:nbo_charge:R:1
Li 16.236493 -4.634296 15.020385 1.15 0.82 -0.60 0.95
Li 16.569604 -4.547132 17.792044 0.84 1.30 -0.58 0.97
C 16.513003 -1.006229 16.613482 -1.25 0.07 0.08 -0.65
C 17.316539 -2.012049 15.828044 0.03 0.90 -0.53 -0.05
O 17.197520 -3.333766 16.272373 -1.24 -2.46 0.92 -1.18
H 16.572827 0.006910 16.208144 0.47 -0.04 0.01 0.23
H 16.715637 -0.968756 17.686005 0.26 -0.09 -0.06 0.21
H 15.447266 -1.235989 16.456829 0.06 -0.13 0.28 0.20
H 18.359525 -1.670534 15.797068 0.11 -0.39 0.15 0.18
H 16.938456 -1.911503 14.795768 0.19 -0.20 -0.07 0.13
C 18.948154 -4.659597 11.651636 0.64 -2.31 -1.13 -0.12
C 18.657019 -4.605902 13.113207 -1.82 0.98 0.85 -0.09
O 17.329698 -5.233990 13.371191 0.22 0.28 -0.32 -0.83
O 17.777764 -4.396187 10.865285 0.32 0.80 0.65 -0.75
H 19.197012 -5.699251 11.378931 0.17 0.05 0.37 0.18
H 19.850001 -4.116852 11.364125 -0.32 0.59 0.20 0.21
H 18.491507 -3.573035 13.429511 0.49 0.06 0.07 0.18
H 19.362522 -5.092747 13.775276 0.31 -0.02 -0.27 0.22
H 16.888975 -5.092463 12.513256 -0.21 -0.25 0.22 0.51
H 18.068813 -4.025825 10.027530 -0.22 0.02 -0.05 0.50
C 20.276416 -4.910418 17.389366 -0.03 0.81 0.10 -0.07
C 21.580812 -5.335891 16.750251 -0.40 -0.53 0.63 -0.09
O 22.633435 -4.619722 17.369431 -0.01 0.15 -0.33 -0.71
O 19.980780 -3.547180 17.113648 -0.02 -0.34 0.10 -0.72
H 20.377809 -5.059746 18.470292 -0.01 -0.02 0.08 0.17
H 19.438502 -5.529953 17.039963 0.18 -0.35 -0.16 0.12
H 21.534222 -5.198576 15.667578 0.14 0.05 0.08 0.19
H 21.688573 -6.395260 17.027557 0.01 -0.11 -0.45 0.15
H 23.426160 -4.757462 16.841993 0.02 0.05 0.12 0.47
H 19.024413 -3.481073 16.990153 0.00 0.22 -0.22 0.48
C 18.754307 0.997797 18.773819 -0.06 -0.69 0.94 -0.10
C 19.505817 2.200076 19.332504 -0.79 -0.13 -0.82 -0.09
O 20.769034 2.304394 18.684103 -0.17 -0.14 0.81 -0.71
O 19.448248 -0.211772 19.112460 0.42 -0.13 -0.62 -0.73
H 18.698212 1.077387 17.688032 0.14 -0.18 0.01 0.18
H 17.749647 0.836336 19.182094 -0.14 0.85 -0.15 0.18
H 19.582273 2.107099 20.417690 0.19 0.10 0.07 0.16
H 18.922372 3.093202 19.098543 0.18 0.14 0.08 0.18
H 21.309280 1.655721 19.153825 0.24 0.05 -0.44 0.48
H 19.259252 -0.441675 20.024978 -0.07 0.14 0.07 0.46
C 14.509649 0.993396 18.992062 -0.10 0.01 -0.20 -0.11
C 13.121579 1.271725 19.544455 -0.02 0.45 0.55 -0.10
O 12.355633 0.117347 19.873189 0.08 -0.25 -0.51 -0.74
O 15.337999 0.319304 19.944449 -0.21 0.02 -0.02 -0.71
H 14.985442 1.941640 18.744418 0.07 0.07 0.22 0.20
H 14.507922 0.418084 18.062776 -0.38 -0.03 -0.04 0.18
H 12.503732 1.868996 18.873093 0.15 -0.24 -0.35 0.20
H 13.197083 1.892697 20.443277 0.31 -0.08 0.05 0.18
H 12.875752 -0.522100 20.367516 0.03 0.21 0.22 0.47
H 15.058600 -0.600942 19.943210 0.18 -0.02 0.09 0.45
C 21.753168 -0.636819 14.268806 0.05 0.05 0.63 -0.09
C 21.201017 -2.023452 13.945781 -1.00 0.29 0.05 -0.08
O 21.896001 -3.115657 14.513530 0.39 0.23 -0.30 -0.72
O 21.415384 -0.346851 15.617883 -0.16 -0.41 0.36 -0.73
H 21.342220 0.150122 13.629942 0.03 -0.35 -0.35 0.18
H 22.850316 -0.620908 14.198347 -0.06 -0.06 -0.36 0.16
H 21.010027 -2.165470 12.874329 0.62 0.07 -0.17 0.15
H 20.197193 -2.063824 14.379725 0.02 0.11 0.19 0.18
H 22.813499 -2.852542 14.648401 -0.06 -0.06 0.03 0.47
H 21.233115 0.581413 15.769056 0.14 0.18 -0.17 0.48
C 10.407083 -0.720627 16.839365 1.27 -0.58 -0.17 -0.09
C 11.454754 -1.761396 16.438063 0.62 -0.66 0.55 -0.09
O 12.831963 -1.338262 16.535767 -0.06 0.78 -0.73 -0.75
O 10.218100 -0.582280 18.215200 -0.08 -0.07 0.28 -0.73
H 9.500298 -1.104979 16.374444 -0.34 0.48 0.16 0.19
H 10.749597 0.223681 16.399278 -0.40 0.03 -0.28 0.17
H 11.251738 -2.062627 15.408577 0.24 0.15 -0.13 0.17
H 11.435294 -2.669878 17.047394 -0.84 0.03 0.05 0.16
H 13.285920 -1.744904 17.270218 -0.31 -0.12 0.31 0.46
H 11.027854 -0.244981 18.637488 -0.22 -0.18 -0.04 0.49
```
Positions in Å, forces in eV/Å.

---

Entry 3:
The following is a DFT calculation (ωB97M-V with the def2-TZVPD basis set) of C41H43BrCaN7O4S4Te as an isolated structure.

The total energy is -7384.81676 hartree. As for the net charge: -2. The expectation value of S² is 0.76. Its multiplicity is 2.

Geometry as XYZ:
```
102
Properties=species:S:1:pos:R:3:forces:R:3:mulliken_spin:R:1
Ca 0.440127 -1.450468 1.336677 0.90 0.38 0.56 0.00
O 5.884353 2.607639 6.150434 0.38 0.19 0.13 0.00
C 5.024195 1.971414 5.590772 -0.45 -0.12 -0.10 0.00
S 4.477537 2.248078 3.948917 0.12 0.09 -0.14 0.00
C 3.244143 0.987388 3.890451 0.06 0.05 -0.22 0.00
C 3.040181 0.251599 5.018397 -0.19 -0.24 0.26 0.00
S 1.896751 -0.967415 5.320954 -0.05 -0.04 -0.01 0.00
S 4.108826 0.670297 6.360989 0.03 -0.04 -0.03 0.00
S 2.363859 0.794596 2.421708 -0.01 0.12 0.08 0.00
N -1.794456 -0.162048 4.025415 -0.02 0.14 0.03 0.01
N -3.061920 -0.214791 3.382724 -0.05 -0.26 -0.27 -0.01
C -3.120382 -1.160415 2.329828 0.49 0.08 0.01 0.18
N -4.406827 -1.487903 1.949283 0.32 0.17 0.06 0.03
N -2.001936 -1.552778 1.782986 -0.99 -0.54 -0.07 -0.06
N -2.030368 -2.628913 0.905115 -0.01 1.33 0.56 0.40
O -0.944966 -2.762842 0.216456 0.36 -0.48 -0.56 0.18
O -2.969216 -3.455594 0.847539 -1.03 -0.75 -0.02 0.25
H -1.884651 0.476083 4.805734 0.01 -0.07 0.07 0.00
H -1.086682 0.228198 3.409952 0.05 0.10 -0.05 0.00
H -3.383751 0.696069 3.059557 0.06 -0.03 -0.09 0.02
H -5.049549 -1.483414 2.727118 0.04 -0.03 0.00 0.01
H -4.407562 -2.335608 1.386330 0.03 -0.10 -0.05 0.00
C 2.606675 -2.818572 1.113362 -0.09 -0.09 -0.08 0.00
C 3.557749 -1.946040 0.502413 0.07 0.10 0.04 0.00
C 3.547839 -1.645389 -0.878819 -0.16 -0.15 -0.09 0.00
C 4.419677 -0.737154 -1.437745 0.10 0.12 -0.28 0.00
C 5.353411 -0.059206 -0.664316 0.11 0.10 0.03 0.00
C 5.388471 -0.334847 0.700847 0.14 0.13 -0.01 0.00
C 4.531028 -1.253271 1.264363 -0.07 -0.07 0.15 0.00
H 2.877887 -3.154173 2.112850 -0.04 -0.05 0.06 0.00
H 2.252940 -3.624245 0.468994 -0.02 -0.08 -0.07 0.00
H 2.821960 -2.142193 -1.518362 -0.02 -0.02 0.02 0.00
H 4.358344 -0.543522 -2.506815 0.04 -0.02 0.14 0.00
H 6.022960 0.669554 -1.105879 0.01 0.00 0.01 0.00
H 6.095964 0.180579 1.343349 0.01 0.01 -0.03 0.00
H 4.585382 -1.455742 2.329943 -0.01 0.02 0.01 0.00
C -4.733579 -0.247526 -6.876929 -0.07 -0.01 -0.11 0.00
C -3.938434 -0.043670 -5.620583 -0.03 -0.13 0.03 0.00
C -3.354384 1.176762 -5.333210 0.01 0.06 -0.07 0.00
C -2.615924 1.374867 -4.174873 0.02 -0.05 0.08 0.00
C -2.027039 2.730482 -3.938811 -0.02 0.21 0.06 0.00
C -2.436873 0.322223 -3.265064 -0.03 0.02 0.03 0.00
Te -1.449042 0.623055 -1.371349 0.00 -0.03 0.02 0.01
N 0.003898 0.873887 0.960175 -0.11 -0.38 -0.29 0.00
C 0.030013 1.707235 1.865902 0.10 0.29 0.58 0.00
O 1.036930 1.791323 2.842908 0.13 0.14 -0.01 0.00
C -0.967745 2.790818 2.177801 -0.18 -0.09 -0.16 0.01
C -2.237690 2.698886 1.609220 0.03 -0.10 -0.01 0.00
C -3.200523 3.662616 1.860665 -0.03 -0.03 -0.04 0.01
C -2.904393 4.738098 2.683888 0.07 0.09 0.09 0.00
C -1.640902 4.837405 3.252950 -0.11 0.09 0.01 0.00
C -0.679397 3.870708 3.006684 0.06 -0.05 -0.01 0.00
C 0.438490 1.087670 -2.228768 -0.09 -0.13 -0.07 0.00
C 1.004653 0.201887 -3.157815 0.11 0.15 0.02 0.00
C 0.400582 -1.119685 -3.517074 -0.03 -0.26 0.10 0.00
C 2.208459 0.541175 -3.768485 -0.06 -0.01 0.04 0.00
C 2.893141 1.698562 -3.447426 -0.03 0.06 0.01 0.00
C 4.229196 2.004946 -4.058252 0.06 0.00 -0.04 0.00
C 2.334465 2.541580 -2.502170 0.05 -0.05 -0.08 0.00
C 1.118000 2.263732 -1.890697 -0.01 -0.01 -0.09 0.00
C 0.624240 3.250077 -0.882743 -0.11 0.25 0.03 0.00
C -3.019880 -0.920751 -3.548344 -0.02 0.11 -0.09 0.00
C -2.872456 -2.139487 -2.686963 0.06 -0.19 0.21 0.00
C -3.761406 -1.076076 -4.715065 -0.04 0.04 -0.13 0.00
H -4.853295 0.688410 -7.421884 0.00 0.04 -0.02 0.00
H -5.728182 -0.638313 -6.658225 -0.04 -0.02 0.01 0.00
H -4.244560 -0.959933 -7.543495 0.02 -0.04 -0.03 0.00
H -3.480935 2.003926 -6.023667 -0.01 0.04 -0.04 0.00
H -2.402188 3.444144 -4.673118 0.00 0.04 -0.01 0.00
H -0.942482 2.705553 -4.007876 0.19 0.00 0.01 0.00
H -2.265354 3.092691 -2.937640 0.00 0.01 0.03 0.00
H -2.453899 1.861208 0.956647 0.04 0.04 0.08 -0.01
H -4.180554 3.574061 1.407332 -0.01 0.00 0.00 0.00
H -3.652476 5.495102 2.882427 -0.02 0.03 0.01 0.00
H -1.400664 5.673329 3.897544 -0.01 0.04 0.02 0.00
H 0.300716 3.939861 3.455500 0.03 0.00 0.01 0.00
H 0.015004 -1.634611 -2.631810 0.03 0.03 -0.05 0.00
H 1.155692 -1.753001 -3.985445 -0.03 -0.03 0.01 0.00
H -0.432149 -1.009868 -4.208576 -0.07 0.00 -0.09 0.00
H 2.642655 -0.151459 -4.480951 0.02 -0.04 -0.03 0.00
H 4.500596 1.253828 -4.799486 0.01 -0.02 -0.04 0.00
H 5.007315 2.014612 -3.293792 0.03 -0.01 0.05 0.00
H 4.233275 2.981294 -4.545809 0.00 0.04 -0.01 0.00
H 2.863031 3.443480 -2.215480 0.04 0.06 0.02 0.00
H 0.910908 4.260815 -1.178488 0.00 0.04 0.00 0.00
H 1.066605 3.040322 0.089243 0.05 0.04 0.01 0.00
H -0.457847 3.207689 -0.760806 0.01 0.01 0.01 0.00
H -2.316777 -1.975752 -1.767372 -0.02 0.01 -0.02 0.01
H -2.342878 -2.918661 -3.238407 0.01 -0.06 -0.04 0.00
H -3.850159 -2.542098 -2.420969 -0.04 -0.03 0.04 0.00
H -4.205198 -2.044997 -4.918052 -0.04 -0.07 -0.03 0.00
Br 0.756215 -7.292160 2.816337 0.00 -0.05 0.01 0.00
C 0.270103 -5.607021 3.532199 -0.10 0.06 0.29 0.00
C -0.148033 -5.495409 4.851424 0.05 0.06 -0.21 0.00
C -0.500478 -4.236014 5.312564 0.05 -0.16 -0.10 0.00
C -0.411311 -3.158628 4.445887 -0.01 0.15 0.02 0.00
N 0.009732 -3.281720 3.189317 -0.02 0.14 -0.11 -0.01
C 0.339798 -4.481724 2.729170 -0.02 -0.16 0.08 0.01
H -0.194993 -6.367116 5.490543 0.01 -0.01 -0.01 0.00
H -0.829716 -4.081793 6.330722 0.00 -0.03 0.01 0.00
H -0.684414 -2.156022 4.757183 0.03 -0.08 -0.04 0.00
H 0.666503 -4.539773 1.700216 0.00 -0.02 -0.03 -0.01
```
Positions in Å, forces in eV/Å.